Record 1
16
Properties=species:S:1:pos:R:3:forces:R:3 method="wB97M-V/def2-TZVPD" total_charge=0 homo_energy_ha=-0.35641 smiles="C=C(CO)CC#N.[H][H]" lumo_ev=0.599 total_energy_ha=-325.80145 largest_force_ev_per_a=1.90 spin_multiplicity=1 mol_weight_g_mol=99.1
C 1.149065 0.843147 -0.772389 0.126 -0.432 -0.184
C 0.254020 0.047630 -0.203619 -0.098 0.700 -0.554
C -0.848462 -0.658071 -0.930964 0.356 -0.118 -0.209
O -2.001350 0.134113 -0.704092 -0.412 -0.077 -0.085
C 0.294345 -0.241395 1.275635 0.659 -0.841 -0.177
C 1.122029 -1.436728 1.033911 0.605 -1.325 1.227
N 1.782728 -2.340272 0.744624 -0.530 0.600 0.293
H 1.884808 1.379766 -0.173300 -0.143 -0.127 -0.173
H 1.187977 0.967892 -1.844713 -0.021 0.029 -0.059
H -0.584072 -0.732755 -1.991948 -0.196 0.068 0.007
H -0.996364 -1.682357 -0.547637 0.154 0.269 -0.054
H -2.779756 -0.387683 -0.923284 -0.013 0.068 -0.002
H -0.674370 -0.475592 1.744656 0.335 0.039 -0.368
H 0.846078 0.468885 1.903986 -0.142 -0.074 -0.390
H -0.459092 1.992616 1.032224 -0.244 0.733 0.186
H -0.177584 2.120806 0.356910 -0.436 0.487 0.541

Record 2
11
Properties=species:S:1:pos:R:3:forces:R:3 method="wB97M-V/def2-TZVPD" total_charge=0 homo_energy_ha=-0.32957 lumo_ev=-0.320 total_energy_ha=-1026.23135 largest_force_ev_per_a=3.46 spin_multiplicity=1 mol_weight_g_mol=132.2
C 1.616636 0.122477 -0.051515 -0.929 1.238 0.059
C -1.072296 -0.835725 -0.006257 -1.586 -3.033 0.516
C -0.669890 0.518101 0.551313 -0.872 1.330 1.631
C 0.302049 0.863146 -0.413917 2.541 1.390 0.934
H -1.324665 -1.111722 -1.105702 0.230 1.653 1.761
H -1.868554 -1.519817 0.588587 2.319 1.433 -0.813
H -0.446502 0.793655 1.656292 -0.392 -1.789 -1.806
H 0.079139 0.370181 -1.303826 -0.545 0.354 -2.044
O -0.624958 1.858601 -0.041452 -0.115 -0.014 -0.916
S 3.194724 0.352969 0.097631 -0.121 0.206 -0.005
S 0.814312 -1.411861 0.028842 -0.529 -2.769 0.683

Record 3
12
Properties=species:S:1:pos:R:3:forces:R:3 method="wB97M-V/def2-TZVPD" total_charge=0 homo_energy_ha=-0.41546 smiles="O=CNC(=O)O.O" lumo_ev=0.421 total_energy_ha=-434.96140 largest_force_ev_per_a=0.95 spin_multiplicity=1 mol_weight_g_mol=107.1
O 1.924116 -1.895194 0.721208 -0.042 -0.143 -0.091
C 2.230906 -0.922203 0.062601 -0.094 -0.086 0.503
N 1.519000 0.245015 0.085196 -0.504 -0.327 0.105
C 0.167119 0.367068 0.506257 0.169 -0.356 0.158
O -0.506162 1.289209 0.150987 0.108 0.209 -0.030
O -0.252716 -0.599996 1.287966 -0.795 0.028 0.283
H 3.117794 -0.946920 -0.571087 0.137 0.343 -0.152
H 1.782911 1.046425 -0.436132 0.549 0.398 -0.671
H 0.399373 -1.317661 1.389084 0.446 -0.069 -0.147
O -4.080420 1.125802 -2.192645 0.628 0.626 0.174
H -4.095225 2.090180 -2.121362 -0.531 -0.078 -0.142
H -3.161373 0.991738 -1.925226 -0.071 -0.545 0.010